1.
{"formula": "C2H8Br2OSi2", "method": "ωB97M-V/def2-TZVPD", "species": ["C", "C", "O", "Si", "Si", "Br", "Br", "H", "H", "H", "H", "H", "H", "H", "H"], "xyz": [[-1.508, 2.126, -1.993], [1.950, -1.853, -1.702], [-0.547, -0.688, -1.369], [-2.154, 0.440, -1.506], [0.732, -1.032, -0.489], [-3.008, 0.350, 0.579], [1.459, 0.935, 0.182], [-2.294, 2.679, -2.248], [-0.900, 2.494, -1.177], [-0.839, 1.928, -2.834], [2.992, -1.885, -1.365], [1.814, -2.949, -1.929], [1.871, -1.253, -2.664], [-2.831, -0.359, -2.442], [0.393, -2.115, 0.519]], "fmax_ev_per_a": 5.4, "total_energy_ha": -5883.40837, "smiles": "C[Si@H](Br)O[Si@@H](C)Br", "multiplicity": 1}



2.
{"formula": "C2H8CdNO", "method": "ωB97M-V/def2-TZVPD", "species": ["C", "Cd", "N", "H", "H", "H", "H", "H", "H", "H", "H", "O", "C"], "xyz": [[1.975, -1.046, -0.472], [0.105, -0.172, -0.982], [0.049, 1.422, 0.750], [-2.036, -1.456, -0.437], [-2.315, 0.236, -1.251], [2.147, -1.925, -1.121], [1.942, -1.386, 0.578], [2.767, -0.302, -0.617], [-0.335, 0.853, 1.494], [-0.595, 2.203, 0.589], [0.968, 1.792, 1.025], [-2.506, 0.124, 0.773], [-2.166, -0.343, -0.330]], "fmax_ev_per_a": 2.5, "total_charge": -1, "total_energy_ha": -378.62694, "multiplicity": 1}



3.
{"formula": "C2H8ClN4O2Zr", "method": "ωB97M-V/def2-TZVPD", "species": ["Zr", "Cl", "C", "O", "N", "N", "H", "H", "H", "H", "C", "O", "N", "N", "H", "H", "H", "H"], "xyz": [[1.720, -3.291, 3.708], [0.813, 0.468, 2.711], [-3.414, -3.339, 1.568], [-2.271, -3.354, 1.926], [-4.205, -2.479, 2.035], [-4.134, -4.045, 0.716], [-3.834, -1.780, 2.662], [-5.203, -2.440, 1.881], [-5.138, -3.957, 0.778], [-3.588, -4.725, 0.206], [3.534, 3.274, -2.699], [3.476, 2.302, -3.436], [3.080, 3.331, -1.486], [4.275, 4.279, -2.901], [2.955, 4.143, -0.897], [2.803, 2.470, -1.036], [5.031, 4.191, -3.565], [4.099, 4.953, -2.170]], "fmax_ev_per_a": 8.3, "total_charge": 3, "total_energy_ha": -956.15826, "multiplicity": 1}



Q: What is the formula in the first record?
A: C2H8Br2OSi2



Q: What is the multiplicity in the first record?
A: 1



What did the first record say?
{"formula": "C2H8Br2OSi2", "method": "ωB97M-V/def2-TZVPD", "species": ["C", "C", "O", "Si", "Si", "Br", "Br", "H", "H", "H", "H", "H", "H", "H", "H"], "xyz": [[-1.508, 2.126, -1.993], [1.950, -1.853, -1.702], [-0.547, -0.688, -1.369], [-2.154, 0.440, -1.506], [0.732, -1.032, -0.489], [-3.008, 0.350, 0.579], [1.459, 0.935, 0.182], [-2.294, 2.679, -2.248], [-0.900, 2.494, -1.177], [-0.839, 1.928, -2.834], [2.992, -1.885, -1.365], [1.814, -2.949, -1.929], [1.871, -1.253, -2.664], [-2.831, -0.359, -2.442], [0.393, -2.115, 0.519]], "fmax_ev_per_a": 5.4, "total_energy_ha": -5883.40837, "smiles": "C[Si@H](Br)O[Si@@H](C)Br", "multiplicity": 1}